Record 1
Here is C23H45AsAuGeN3SSi3 as an isolated structure at a distorted geometry from the Open Molecules 2025 dataset. Energies are from ωB97M-V/def2-TZVPD.

Structure (XYZ):
```
78
Properties=species:S:1:pos:R:3:lowdin_charge:R:1
Au -1.06321 0.41677 -0.45757 0.790
N -1.88937 2.00047 3.49168 0.208
C -1.82396 0.68590 3.92281 -0.168
C -1.97566 0.09773 5.17240 0.011
C -1.88009 -1.27795 5.22618 -0.048
C -1.67185 -2.04505 4.06962 -0.051
C -1.51723 -1.45956 2.83074 -0.029
C -1.57100 -0.07008 2.77100 -0.242
N -1.46103 0.79985 1.70289 0.066
C -1.68820 2.02023 2.15601 -0.254
C -1.85221 3.18749 1.30812 -0.332
C -2.27633 4.42934 1.69138 -0.309
S -2.46795 5.43605 0.33094 1.122
C -1.96885 4.13917 -0.67328 -0.431
N -1.67391 3.04437 -0.04465 -0.015
H -2.07577 2.79443 4.08233 0.177
H -2.17888 0.68739 6.05667 0.125
H -1.98329 -1.78128 6.17731 0.119
H -1.63380 -3.12256 4.15565 0.117
H -1.37892 -2.04626 1.92980 0.097
H -2.48807 4.80194 2.68115 0.089
H -1.91387 4.24047 -1.74792 0.091
C 2.20369 -3.06358 -2.37338 -0.209
Si 2.65396 -2.33084 -0.70606 0.361
C 4.48460 -1.92554 -0.59187 -0.189
C 2.01082 -3.32005 0.75222 -0.205
As 1.56190 -0.12663 -0.56706 0.788
Si 1.95422 1.08624 -2.64815 0.326
C 3.82116 1.04847 -2.86551 -0.205
C 0.95971 0.14372 -3.93216 -0.210
C 1.27083 2.81544 -2.40201 -0.213
Si 2.47974 0.97299 1.37736 0.333
C 4.36105 1.04427 1.42163 -0.200
C 1.83503 2.74476 1.33582 -0.212
C 1.87403 -0.04851 2.84156 -0.204
H 2.57215 -4.08955 -2.44131 0.047
H 2.66100 -2.50312 -3.19016 0.024
H 1.12423 -3.09192 -2.53143 0.027
H 5.06256 -2.84916 -0.67217 0.052
H 4.73774 -1.45847 0.35833 0.010
H 4.80561 -1.26350 -1.39611 0.021
H 2.39892 -4.33983 0.71446 0.046
H 0.92095 -3.37861 0.74018 0.019
H 2.32073 -2.88000 1.70127 0.024
H 4.16563 0.08409 -3.24094 0.030
H 4.33708 1.26178 -1.92791 0.017
H 4.12505 1.80813 -3.58934 0.044
H 1.28972 -0.89060 -4.02808 0.013
H 1.04290 0.60712 -4.91724 0.047
H -0.09852 0.13770 -3.65738 0.005
H 1.84196 3.37732 -1.66090 0.030
H 0.23498 2.76383 -2.06847 -0.018
H 1.29795 3.37823 -3.33777 0.047
H 4.81556 1.26490 0.45504 0.025
H 4.79707 0.12490 1.81036 0.025
H 4.63429 1.84890 2.10888 0.048
H 2.58568 3.41312 0.90985 0.040
H 1.63154 3.09520 2.35067 0.040
H 0.92377 2.84621 0.74901 -0.018
H 2.67766 -0.67804 3.22649 0.040
H 1.03225 -0.68802 2.58025 -0.009
H 1.55366 0.59902 3.66106 0.040
C -3.04644 -2.87849 -0.65766 -0.215
Ge -3.59868 -1.43922 -1.88684 0.769
C -3.00654 -1.77531 -3.72688 -0.209
C -5.57639 -1.38499 -1.86990 -0.176
C -3.07046 0.37174 -1.29135 -0.239
H -3.43165 -3.81433 -1.06272 0.033
H -3.48078 -2.73383 0.33167 0.020
H -1.96380 -2.97210 -0.56218 -0.002
H -3.46338 -2.70692 -4.06153 0.033
H -1.92656 -1.87230 -3.83646 0.008
H -3.35504 -0.97739 -4.38286 0.029
H -5.92192 -2.34330 -2.25816 0.041
H -5.94857 -0.58770 -2.51104 0.031
H -5.96568 -1.24729 -0.86278 0.031
H -3.67548 0.72633 -0.45476 0.014
H -3.09805 1.11586 -2.08887 0.024
```

## Properties
HOMO (spin up / spin down): -13.9 / -14.0 eV
charge: +2
Kohn-Sham gap (spin up / spin down): 5.2 / 5.1 eV
LUMO energy (spin up / spin down): -8.67 / -8.83 eV

---

Record 2
Here is C23H45B2BrCaCl8FKN5O15P as an isolated structure at a distorted geometry from the Open Molecules 2025 dataset. Energies are from ωB97M-V/def2-TZVPD.

Structure (XYZ):
```
103
Properties=species:S:1:pos:R:3:lowdin_charge:R:1
C -4.38169 -2.45049 -1.75936 -0.055
C -4.38539 -3.15653 -3.19723 -0.186
O -3.40852 -2.62260 -4.15940 -0.157
C -2.14808 -2.30066 -3.55078 -0.390
O -1.96059 -1.08227 -3.24674 -0.031
N -1.09830 -3.22358 -3.33667 0.155
C -0.88370 -3.58980 -1.89651 -0.138
C -0.21332 -2.49524 -1.03152 -0.121
C 0.47828 -3.08589 0.22712 -0.212
O 1.59297 -2.24905 0.57866 -0.204
C 2.45522 -2.94621 1.46173 -0.120
B -1.32068 -4.47953 -4.13993 -0.603
O -1.51951 -5.74573 -3.52751 0.143
O -1.35970 -4.42450 -5.54692 0.171
H -3.64943 -2.90852 -1.06280 0.066
H -5.37291 -2.66607 -1.30670 0.121
H -4.26493 -1.32415 -1.78222 0.030
H -5.39175 -2.95905 -3.63842 0.132
H -4.32156 -4.27588 -3.14461 0.092
H -1.79215 -4.01123 -1.41265 0.090
H -0.16244 -4.43293 -1.91176 0.138
H 0.45124 -1.87209 -1.65441 0.130
H -1.01767 -1.81868 -0.67114 0.114
H 0.88815 -4.10572 0.08947 0.123
H -0.19474 -3.07199 1.11128 0.125
H 2.83897 -2.28200 2.26059 0.085
H 3.34339 -3.35855 0.93542 0.095
H 1.91196 -3.76205 1.98673 0.092
H -2.37071 -5.65794 -3.08729 0.024
H -2.25031 -4.72300 -5.75686 0.107
Ca -4.15537 -0.28024 -3.68907 1.707
C 3.89872 2.33294 4.58051 -1.981
Cl 3.31562 3.62295 5.64382 0.565
Cl 3.23828 2.55840 2.95424 0.556
Cl 5.67651 2.39630 4.50135 0.501
Cl 3.39292 0.76587 5.21846 0.577
O -7.89679 1.98060 -3.04681 -0.355
P -8.83158 2.17587 -1.82952 0.789
N -10.11427 1.18044 -2.39468 -0.352
C -11.12608 1.51411 -3.37568 -0.131
C -9.83672 -0.25259 -2.39282 -0.137
N -8.99437 3.88035 -2.02000 -0.327
C -10.05766 4.51142 -2.77501 -0.149
C -7.72804 4.57372 -2.32387 -0.271
N -9.69520 2.32169 -0.25033 -0.306
C -9.00842 1.59891 0.82804 -0.148
C -11.12506 2.25136 -0.04620 -0.126
H -11.99297 0.85744 -3.24711 0.087
H -10.76069 1.41188 -4.40619 0.085
H -11.52222 2.51780 -3.25567 0.049
H -10.32185 -0.73302 -1.53416 0.078
H -8.76364 -0.45597 -2.32132 0.048
H -10.18982 -0.74526 -3.30102 0.078
H -10.08718 4.16631 -3.81773 0.080
H -9.92755 5.59516 -2.78853 0.083
H -11.03558 4.36174 -2.31050 0.060
H -7.47990 4.51162 -3.39343 0.071
H -6.87952 4.15898 -1.74613 -0.174
H -7.79802 5.62456 -2.03916 0.068
H -9.17690 0.51602 0.76196 0.072
H -9.33746 1.94526 1.81063 0.080
H -7.92819 1.77629 0.77012 0.078
H -11.51098 1.22399 -0.08025 0.082
H -11.68125 2.84836 -0.76469 0.065
H -11.36480 2.66448 0.93715 0.095
C 9.87845 1.19266 4.09618 0.024
C 9.44363 2.62843 4.06975 -0.516
O 8.49234 3.04477 4.75202 -0.227
N 10.12301 3.47647 3.27214 0.031
C 11.25223 3.17431 2.40782 -0.042
H 9.24081 0.63828 4.78068 0.095
H 9.78586 0.75268 3.10237 0.102
H 10.91169 1.11510 4.44441 0.079
H 9.78703 4.42570 3.30273 0.127
H 12.09774 3.78394 2.71908 0.090
H 10.98508 3.43093 1.38092 0.092
H 11.52743 2.12816 2.45847 0.077
B 15.46000 -0.13031 2.37947 -0.871
O 14.42232 -0.92782 3.07225 0.249
C 13.64664 -0.08668 3.73195 -0.399
O 12.69693 -0.40508 4.40033 0.130
C 14.13064 1.30825 3.51010 -0.403
O 13.63684 2.30490 3.97071 0.119
O 15.18833 1.28532 2.72073 0.249
O 16.81106 -0.52966 2.80937 0.235
C 17.47722 -0.93334 1.72760 -0.399
O 18.60777 -1.32562 1.73004 0.161
C 16.58734 -0.81481 0.53509 -0.400
O 16.87326 -1.09450 -0.59322 0.158
O 15.40268 -0.34203 0.92180 0.229
C -3.33982 -6.35566 0.43383 -0.974
Cl -3.03578 -4.90705 1.36607 0.547
Cl -4.03716 -5.93737 -1.14152 0.570
H -2.40443 -6.88597 0.27941 0.027
H -4.04611 -6.98569 0.97123 0.026
C 0.42676 3.44861 0.96281 -1.071
Cl 1.49371 2.53173 -0.08961 0.486
Cl -1.25832 3.23401 0.50521 0.508
H 0.56159 3.11039 1.98516 -0.008
H 0.67880 4.50166 0.88481 0.029
Br -4.96401 4.86546 -1.11114 -0.409
K 6.86274 4.41159 3.86637 0.811
F -5.41209 -5.54647 2.30365 -0.847
```

## Properties
HOMO: -6.7 eV
Kohn-Sham gap: 2.5 eV
LUMO energy: -4.23 eV